1) C2H4N2S as an isolated structure. Source: the OMol25 dataset; level of theory: ωB97M-V with the def2-TZVPD basis set.

```
! RIJCOSX wB97M-V def2-TZVPD def2/J DEFGRID3
* xyz 0 1
C 0.626 0.175 -0.634
C 0.175 0.563 0.877
N -0.292 -0.926 -0.609
N -1.297 0.627 0.936
S -0.760 -0.977 0.829
H 0.280 0.986 -1.272
H 1.684 -0.169 -0.673
H 0.738 0.920 1.764
H -1.154 -1.200 -1.217
*
```

Values from the calculation:
LUMO energy ... 0.4 eV
Frontier orbital gap ... 0.31110 Eh
HOMO ... -8.1075 eV

2) One molecule with the formula C2H4N2S. Source: the OMol25 dataset; level of theory: ωB97M-V with the def2-TZVPD basis set.

```
! RIJCOSX wB97M-V def2-TZVPD def2/J DEFGRID3
* xyz 0 1
N 1.651 1.957 -0.267
C 0.937 1.081 -0.168
C 0.124 -0.011 0.186
N -1.300 0.118 -0.318
S 0.719 -1.758 -0.356
H 0.048 -0.088 1.197
H -1.479 0.086 -1.350
H -1.829 0.815 0.169
H 1.129 -2.199 0.907
*
```

Values from the calculation:
LUMO energy ... 0.5 eV
SMILES ... N#C[C@@H](N)S
Frontier orbital gap ... 0.37610 Eh
HOMO ... -9.7483 eV

In order of decreasing stability: 2), 1).

1) One molecule with the formula C4H9NO4. Source: the OMol25 dataset; level of theory: ωB97M-V with the def2-TZVPD basis set.

```
! RIJCOSX wB97M-V def2-TZVPD def2/J DEFGRID3
* xyz 0 1
C -0.176 -0.369 0.707
C -0.918 -0.435 -0.521
C -1.696 0.697 -1.049
C 1.354 0.091 -0.096
N 0.073 -1.636 1.318
O -0.587 0.652 1.588
O 1.341 1.504 0.013
O 0.916 -0.181 -1.518
O 2.340 -0.540 0.291
H 0.019 1.397 1.453
H 2.244 1.741 0.262
H 1.379 -1.000 -1.754
H -1.043 -1.412 -0.969
H 1.047 -1.681 1.609
H -0.529 -1.764 2.123
H -1.876 0.610 -2.119
H -2.663 0.679 -0.525
H -1.225 1.648 -0.812
*
```

Values from the calculation:
LUMO energy ... -0.5 eV
Frontier orbital gap ... 0.31498 Eh
HOMO ... -9.1028 eV

2) One molecule with the formula C4H9NO4. Source: the OMol25 dataset; level of theory: ωB97M-V with the def2-TZVPD basis set.

```
! RIJCOSX wB97M-V def2-TZVPD def2/J DEFGRID3
* xyz 0 1
C -2.638 0.560 0.200
C -1.180 0.625 0.490
O -0.667 -0.512 -0.168
C 0.698 -0.621 0.106
C 1.226 -2.026 -0.157
O 1.641 0.168 -0.645
O 0.952 1.502 -0.643
N 2.411 2.368 -0.638
O 3.236 1.809 -1.221
H -3.081 1.502 0.584
H -2.868 0.410 -0.894
H -3.037 -0.320 0.746
H -0.736 1.539 0.116
H -1.015 0.550 1.569
H 1.027 -0.401 1.169
H 1.187 -2.236 -1.251
H 2.252 -2.201 0.233
H 0.591 -2.715 0.404
*
```

Values from the calculation:
LUMO energy ... -0.8 eV
SMILES ... CCO[C@@H](C)OON=O
Frontier orbital gap ... 0.33439 Eh
HOMO ... -9.9276 eV

In order of decreasing stability: 1), 2).

1) One molecule with the formula C4H8O. Source: the OMol25 dataset; level of theory: ωB97M-V with the def2-TZVPD basis set.

```
! RIJCOSX wB97M-V def2-TZVPD def2/J DEFGRID3
* xyz 0 1
C 1.337 1.040 0.198
C 0.460 0.097 0.001
C 0.438 -1.335 -0.156
C -1.283 0.620 -0.409
O -2.221 -0.100 0.285
H 1.183 2.085 0.394
H 2.428 0.794 0.275
H 1.399 -1.908 0.062
H 0.020 -1.457 -1.198
H -0.208 -1.769 0.584
H -1.460 1.754 -0.184
H -1.285 0.526 -1.558
H -2.265 0.111 1.176
*
```

Values from the calculation:
LUMO energy ... 0.9 eV
SMILES ... C=C(C)CO
Frontier orbital gap ... 0.37231 Eh
HOMO ... -9.2112 eV

2) One molecule with the formula C4H8O. Source: the OMol25 dataset; level of theory: ωB97M-V with the def2-TZVPD basis set.

```
! RIJCOSX wB97M-V def2-TZVPD def2/J DEFGRID3
* xyz 0 1
C 0.299 0.924 -1.253
C 0.419 -0.354 -0.335
C 0.386 -0.003 1.122
C -0.523 -1.111 0.787
O -1.891 -1.032 0.581
H 1.284 1.435 -1.211
H -0.409 1.687 -0.904
H 0.112 0.773 -2.324
H 1.209 -0.983 -0.731
H 1.248 -0.268 1.720
H -0.086 0.943 1.347
H -0.333 -2.022 1.395
H -1.899 -0.658 -0.302
*
```

Values from the calculation:
LUMO energy ... 1.0 eV
SMILES ... C[C@H]1C[C@H]1O
Frontier orbital gap ... 0.36841 Eh
HOMO ... -9.0302 eV

In order of decreasing stability: 2), 1).

1) One molecule with the formula C4H8O. Source: the OMol25 dataset; level of theory: ωB97M-V with the def2-TZVPD basis set.

```
! RIJCOSX wB97M-V def2-TZVPD def2/J DEFGRID3
* xyz 0 1
C -1.263 -0.786 -0.019
C -0.159 0.216 -0.432
C 1.276 -0.424 0.029
C -0.094 1.444 0.390
O -0.042 0.521 -1.691
H -1.245 -1.045 1.048
H -2.241 -0.359 -0.263
H -1.124 -1.695 -0.616
H 1.284 -0.649 1.100
H 2.108 0.231 -0.242
H 1.340 -1.347 -0.555
H -0.267 2.404 -0.100
H 0.427 1.488 1.351
*
```

Values from the calculation:
LUMO energy (spin up / spin down) ... -0.2 / -1.4 eV
Frontier orbital gap (spin up / spin down) ... 0.35548 / 0.26905 Eh
HOMO (spin up / spin down) ... -9.9037 / -8.7276 eV

2) C4H8O as an isolated structure. Source: the OMol25 dataset; level of theory: ωB97M-V with the def2-TZVPD basis set.

```
! RIJCOSX wB97M-V def2-TZVPD def2/J DEFGRID3
* xyz 0 1
C -1.902 0.838 -0.314
C 0.332 -1.179 0.354
C 1.227 -0.851 -0.581
C 1.799 0.095 0.441
O 0.756 -0.354 1.368
H -1.967 0.541 0.737
H -2.011 1.923 -0.387
H -2.699 0.352 -0.886
H -0.533 -1.820 0.490
H 1.433 -1.118 -1.603
H -0.925 0.549 -0.722
H 1.703 1.171 0.262
H 2.788 -0.147 0.842
*
```

Values from the calculation:
LUMO energy ... 1.1 eV
Frontier orbital gap ... 0.36917 Eh
HOMO ... -8.9377 eV

3) One molecule with the formula C4H8O. Source: the OMol25 dataset; level of theory: ωB97M-V with the def2-TZVPD basis set.

```
! RIJCOSX wB97M-V def2-TZVPD def2/J DEFGRID3
* xyz 0 1
C 1.236 0.547 -0.703
C -0.130 -0.105 -0.730
C -0.465 -1.267 0.190
C -1.119 0.049 0.415
O -0.618 0.460 1.714
H 1.694 0.433 0.284
H 1.182 1.616 -0.945
H 1.916 0.080 -1.426
H -0.582 -0.072 -1.736
H 0.039 -1.080 1.192
H -0.957 -2.179 -0.186
H -2.168 0.299 0.285
H -0.028 1.219 1.648
*
```

Values from the calculation:
LUMO energy ... 1.0 eV
SMILES ... C[C@H]1C[C@H]1O
Frontier orbital gap ... 0.40590 Eh
HOMO ... -10.0160 eV

4) One molecule with the formula C4H8O. Source: the OMol25 dataset; level of theory: ωB97M-V with the def2-TZVPD basis set.

```
! RIJCOSX wB97M-V def2-TZVPD def2/J DEFGRID3
* xyz 0 1
C 1.609 0.734 -0.129
C 0.646 -0.224 0.379
O 0.109 -1.234 -0.487
C -0.780 -0.416 0.273
C -1.597 0.794 -0.082
H 1.211 1.832 -0.703
H 2.406 0.060 -0.651
H 2.040 1.102 0.995
H 1.410 -0.532 1.245
H -1.606 -0.921 1.017
H -2.480 0.358 -0.606
H -1.245 1.603 -0.997
H -1.873 1.033 0.951
*
```

Values from the calculation:
LUMO energy ... 1.0 eV
SMILES ... C[C@@H]1O[C@@H]1C
Frontier orbital gap ... 0.40919 Eh
HOMO ... -10.1373 eV

In order of decreasing stability: 3), 2), 1), 4).

1) One molecule with the formula C4H8O. Source: the OMol25 dataset; level of theory: ωB97M-V with the def2-TZVPD basis set.

```
! RIJCOSX wB97M-V def2-TZVPD def2/J DEFGRID3
* xyz 0 1
C -0.536 0.857 0.127
C 0.906 0.637 -0.306
C 1.082 -0.863 0.152
O -0.207 -1.461 -0.169
C -1.285 -0.450 -0.101
H -1.160 1.636 -0.385
H -0.681 1.091 1.233
H 1.637 1.312 0.251
H 0.926 0.717 -1.374
H 1.935 -1.269 -0.386
H 1.236 -0.892 1.257
H -1.967 -0.737 0.756
H -1.888 -0.575 -1.054
*
```

Values from the calculation:
LUMO energy ... 1.1 eV
SMILES ... C1CCOC1
Frontier orbital gap ... 0.39170 Eh
HOMO ... -9.5457 eV

2) One molecule with the formula C4H8O. Source: the OMol25 dataset; level of theory: ωB97M-V with the def2-TZVPD basis set.

```
! RIJCOSX wB97M-V def2-TZVPD def2/J DEFGRID3
* xyz 0 1
C -0.310 -0.738 -0.702
C 1.041 -0.331 -0.044
C 0.701 1.067 0.430
O -0.742 1.043 0.759
C -1.342 -0.086 0.197
H -0.388 -0.275 -1.657
H -0.515 -1.767 -0.908
H 1.925 -0.446 -0.660
H 1.261 -0.996 0.858
H 1.251 1.286 1.334
H 0.970 1.742 -0.387
H -2.258 0.238 -0.282
H -1.593 -0.736 1.062
*
```

Values from the calculation:
LUMO energy ... 1.1 eV
SMILES ... C1CCOC1
Frontier orbital gap ... 0.39012 Eh
HOMO ... -9.4870 eV

In order of decreasing stability: 2), 1).

1) One molecule with the formula C4H8O. Source: the OMol25 dataset; level of theory: ωB97M-V with the def2-TZVPD basis set.

```
! RIJCOSX wB97M-V def2-TZVPD def2/J DEFGRID3
* xyz 0 1
C -1.908 0.404 0.038
C -0.632 -0.414 0.332
C 0.707 0.148 -0.272
C 2.249 -0.077 -0.025
O 1.449 -0.911 -0.809
H -2.798 -0.089 0.457
H -1.865 1.405 0.477
H -2.098 0.518 -1.037
H -0.762 -1.399 -0.147
H -0.583 -0.622 1.405
H 0.565 1.087 -0.799
H 3.144 0.208 -0.624
H 2.531 -0.257 1.005
*
```

Values from the calculation:
LUMO energy ... 1.2 eV
SMILES ... CC[C@H]1CO1
Frontier orbital gap ... 0.40722 Eh
HOMO ... -9.8888 eV

2) C4H8O as an isolated structure. Source: the OMol25 dataset; level of theory: ωB97M-V with the def2-TZVPD basis set.

```
! RIJCOSX wB97M-V def2-TZVPD def2/J DEFGRID3
* xyz 0 1
C -1.583 -0.599 -0.045
C -0.495 0.289 -0.135
C 1.220 -0.884 -0.135
C -0.079 1.544 0.452
O -0.029 1.262 -0.971
H -2.330 -0.396 0.715
H -1.877 -1.130 -0.945
H -0.155 -0.980 0.203
H 1.955 -0.201 0.292
H 1.371 -1.011 -1.208
H 1.301 -1.859 0.371
H -0.846 2.258 0.744
H 0.888 1.641 0.938
*
```

Values from the calculation:
LUMO energy ... 1.0 eV
Frontier orbital gap ... 0.31270 Eh
HOMO ... -7.5409 eV

In order of decreasing stability: 1), 2).

1) A 2-piece molecular cluster, C8H8N2O2S overall. Source: the OMol25 dataset; level of theory: ωB97M-V with the def2-TZVPD basis set.

```
! RIJCOSX wB97M-V def2-TZVPD def2/J DEFGRID3
* xyz 0 1
C 0.049 0.543 -2.700
C 0.015 1.909 -2.331
C -0.152 -0.396 -1.700
C -0.298 2.277 -1.086
C -0.524 0.034 -0.386
C -0.655 1.378 -0.100
C 3.169 -1.013 1.855
C -0.500 -2.237 0.777
N -0.638 -0.878 0.693
N -0.682 -2.845 1.934
O 2.109 -0.615 1.845
O 4.287 -1.266 1.943
S -1.324 1.890 1.511
H 0.249 0.240 -3.686
H 0.168 2.697 -3.021
H -0.172 -1.407 -1.789
H -0.165 3.290 -0.810
H -1.018 -0.401 1.453
H -0.912 -3.825 1.921
H -1.695 3.066 1.008
H -1.310 -2.441 2.671
*
```

Values from the calculation:
LUMO energy ... 0.6 eV
Frontier orbital gap ... 0.32084 Eh
HOMO ... -8.1596 eV

2) A 2-piece molecular cluster, C8H8N2O2S overall. Source: the OMol25 dataset; level of theory: ωB97M-V with the def2-TZVPD basis set.

```
! RIJCOSX wB97M-V def2-TZVPD def2/J DEFGRID3
* xyz 0 1
O -2.769 -0.024 -0.317
C -3.008 -1.153 -1.041
O -3.163 -2.410 -0.293
C -2.080 -3.367 -0.575
N -0.851 -3.192 0.318
C 0.161 -2.541 -0.382
S 1.501 -2.010 -1.287
H -3.105 -1.014 -2.202
H -2.519 -4.444 -0.309
H -1.746 -3.417 -1.699
C 1.335 3.274 0.936
C 0.327 2.366 0.631
C 0.683 1.052 0.374
N 1.956 0.601 0.398
C 2.914 1.506 0.695
C 2.656 2.839 0.970
H 1.094 4.313 1.144
H -0.712 2.674 0.595
H -0.068 0.305 0.135
H 3.929 1.119 0.706
H 3.465 3.522 1.205
*
```

Values from the calculation:
LUMO energy ... -0.7 eV
SMILES ... O=COCN=C=S.c1ccncc1
Frontier orbital gap ... 0.31647 Eh
HOMO ... -9.2807 eV

In order of decreasing stability: 1), 2).

1) A 2-piece molecular cluster, C2H4S3 overall. Source: the OMol25 dataset; level of theory: ωB97M-V with the def2-TZVPD basis set.

```
! RIJCOSX wB97M-V def2-TZVPD def2/J DEFGRID3
* xyz 0 1
C 0.289 -1.270 -0.549
C -0.203 0.383 1.757
S 1.050 -2.225 -1.519
S -0.736 1.046 -2.933
S -0.819 -0.337 0.191
H -0.127 -0.280 2.710
H -0.859 1.124 1.940
H 0.878 0.699 1.678
H 0.526 0.860 -3.274
*
```

Values from the calculation:
LUMO energy (spin up / spin down) ... -0.4 / -2.2 eV
Frontier orbital gap (spin up / spin down) ... 0.33343 / 0.17718 Eh
HOMO (spin up / spin down) ... -9.4467 / -7.0572 eV

2) A 2-piece molecular cluster, C2H4S3 overall. Source: the OMol25 dataset; level of theory: ωB97M-V with the def2-TZVPD basis set.

```
! RIJCOSX wB97M-V def2-TZVPD def2/J DEFGRID3
* xyz 0 1
C -1.070 1.887 -1.503
C -0.736 -1.031 1.009
S 0.291 2.683 -1.498
S 2.183 1.674 -0.838
S 0.195 -0.666 2.224
H -1.218 1.012 -1.071
H -1.820 -0.637 0.868
H -0.504 -1.831 0.234
H 1.357 0.663 -0.635
*
```

Values from the calculation:
LUMO energy ... -0.7 eV
Frontier orbital gap ... 0.30913 Eh
HOMO ... -9.1361 eV

In order of decreasing stability: 1), 2).